Formula: C4H7ORu
Source: the OMol25 dataset
Level of theory: wB97M-V/def2-TZVPD

Each line ends with the Löwdin charge.
Positions of all 13 atoms, in Å:
H -0.30646 0.58854 -1.82423  0.1423
C -0.08720 -1.01261 -0.31880  -0.0650
C 0.43402 0.19596 -1.11651  -0.1093
C 0.25436 0.73720 0.25412  -0.4125
O 1.22692 1.08238 1.03634  -0.4237
Ru 3.08045 1.01890 1.20828  0.9663
H -0.71066 -1.64388 -0.96352  0.1225
H 0.72930 -1.61126 0.11305  0.1283
H 1.48315 0.13601 -1.42573  0.1200
H -0.98096 1.31964 0.69133  0.2561
C -1.46495 -0.10432 0.65690  0.0847
H -2.31253 -0.29396 -0.02282  0.1022
H -1.34542 -0.41259 1.71160  0.0881

Cartesian forces, eV/Å:
H 0.5 -0.2 0.1
C -1.2 0.1 -1.0
C -0.1 -0.1 1.4
C -0.7 4.6 -1.4
O -4.7 -1.6 0.0
Ru 4.2 0.0 0.5
H -0.1 0.1 0.6
H -0.7 0.5 0.6
H -0.5 0.1 -0.2
H 1.5 -2.4 -1.4
C 2.2 -1.6 1.0
H 0.5 0.4 0.6
H -0.9 0.1 -0.8

Values from the calculation:
HOMO energy (alpha / beta): -10.98 / -14.34 eV
⟨S²⟩: 12.013
multiplicity: 7
total charge: +1
orbital gap (alpha / beta): 0.262 / 0.316 Eh

---

Formula: C4H7P
Source: the OMol25 dataset
Level of theory: wB97M-V/def2-TZVPD

Each line ends with the Löwdin charge.
Positions of all 12 atoms, in Å:
C -1.97618 0.35968 -0.07605  -0.0628
C -0.66309 -0.24100 -0.08838  -0.2683
C 0.23416 -1.09342 0.46467  -0.0175
C 0.68053 -0.27797 -0.67308  -0.4195
P 2.19571 1.14358 -0.09179  0.6685
H -2.08768 1.22695 -0.74096  0.0838
H -2.26615 0.89363 0.88827  0.1053
H -2.67972 -0.45343 -0.13221  0.0772
H 0.54383 -1.88397 1.09722  0.0846
H 0.90189 -0.50538 -1.68108  0.0426
H 3.27030 0.16919 -0.22374  -0.1616
H 1.84640 0.66214 1.25711  -0.1324

Cartesian forces, eV/Å:
C -1.0 1.9 1.6
C 3.0 -1.9 2.0
C -2.4 1.7 -2.4
C 1.9 2.4 1.3
P -1.5 -2.1 0.4
H -0.1 -0.9 -0.6
H 0.8 -1.0 -0.6
H -0.7 0.1 -0.6
H 0.0 -0.4 0.5
H 0.0 -0.9 -0.9
H -0.6 0.4 0.0
H 0.6 0.6 -0.8

Values from the calculation:
HOMO energy: -7.84 eV
total charge: 0
orbital gap: 0.324 Eh

---

Values for energy above the lowest of the compared OMol25 structures with the same formula, charge and spin, eV, ordered as above
2.7004 3.1680